Entry 1:
An isolated molecule of C13H6ClF3O3, computed with ωB97M-V/def2-TZVPD.

- lowest unoccupied orbital energy (eV) = -0.560
- highest occupied orbital energy (eV) = -8.97
- gap between HOMO and LUMO (eV) = 8.409

```
26
Properties=species:S:1:pos:R:3:forces:R:3
O 0.65178 -0.56997 -3.91197 0.94 0.16 -0.14
F 2.86336 -2.77657 -1.82491 0.29 0.68 0.88
F 3.05025 -2.91866 0.36999 -0.34 1.32 -1.43
F 3.60117 -1.03353 -0.65780 0.17 -0.61 0.00
Cl 0.26216 -1.05074 3.62236 -0.45 0.43 -0.65
C -4.39464 2.88050 2.04801 -0.13 0.00 0.24
C -3.36454 2.26353 1.89964 -1.40 0.68 0.02
O 2.75168 -0.16310 -3.20908 -0.91 -0.28 -0.33
O 1.08984 -1.03867 0.76811 -0.56 0.25 -0.66
C 1.44111 -0.42947 -3.01188 -0.78 -0.10 -0.74
C -0.03833 0.47560 -1.31261 0.91 -1.42 -0.83
C 0.90118 -0.46276 -1.62544 -0.33 0.75 1.25
C -1.60176 0.71921 2.62297 0.73 -0.96 -0.84
C -1.72459 1.38001 0.31144 0.83 -0.95 0.19
C -0.52348 -0.15092 2.32659 0.03 0.55 0.07
C -2.23142 1.45415 1.61278 0.95 -0.39 -0.09
C -0.01914 -0.23913 1.01958 -0.37 -0.05 -0.40
C -0.64856 0.52945 -0.01142 0.12 -0.06 1.73
C 2.74276 -2.07084 -0.66836 -1.17 -0.75 0.60
C 1.26898 -1.54490 -0.59287 0.27 1.22 0.93
H -5.34520 3.39808 2.23316 1.13 -0.51 -0.24
H 3.17535 -0.11572 -2.35311 0.44 0.17 0.36
H -0.39236 1.14975 -2.08773 0.20 0.00 0.09
H -1.98930 0.75367 3.61889 -0.03 0.02 0.44
H -2.16022 1.97004 -0.46424 -0.26 0.28 -0.39
H 0.63390 -2.40899 -0.72209 -0.27 -0.42 -0.09
```
Forces are in eV/Å.

Here are the Löwdin charges for atoms 1 to 5, given in e: 0.14, 0.15, 0.14, 0.15, 0.69

Entry 2:
The ion C6H11NO with charge -1, computed with ωB97M-V/def2-TZVPD.

- lowest unoccupied orbital energy (spin up / spin down) (eV) = 3.585 / 2.875
- expectation value of S² = 0.75
- highest occupied orbital energy (spin up / spin down) (eV) = -3.29 / -3.28
- gap between HOMO and LUMO (spin up / spin down) (eV) = 6.876 / 6.160
- charge = -1
- multiplicity = 2

```
19
Properties=species:S:1:pos:R:3:forces:R:3
C -2.18296 -0.50960 0.86357 -0.19 1.39 -1.99
N -1.65719 -1.30846 -0.04218 0.53 0.03 0.18
C -1.03713 -0.67816 -1.22993 -0.80 -0.04 1.99
C 0.46799 -0.32597 -1.02074 0.91 -2.53 -1.64
C 0.88588 0.90303 -0.28670 -1.08 -1.17 2.31
C 2.32424 1.37387 -0.53382 -2.22 3.14 1.52
C 3.37334 0.90558 0.39770 0.19 -1.93 -3.87
O -2.73299 -0.69128 1.95108 0.06 -0.67 0.66
H -2.23184 0.56473 0.44617 0.09 0.01 0.41
H -1.26300 -1.43539 -1.99883 0.92 0.49 -0.24
H -1.54617 0.28657 -1.56433 0.33 -0.67 0.41
H 1.14696 -1.21297 -0.72086 -1.39 0.99 -0.32
H 0.80571 -0.04582 -1.97868 0.49 -0.32 -2.03
H 0.67320 0.52004 0.75630 0.80 1.10 -0.14
H 0.02501 1.55594 -0.46580 0.81 0.94 -0.12
H 2.31271 2.44213 -0.57333 0.09 1.02 -1.26
H 2.89702 -0.03117 0.13755 2.02 -2.38 0.89
H 4.43728 1.06167 0.11299 -0.90 -0.29 0.00
H 3.21923 0.97125 1.39494 -0.67 0.90 3.25
```
Forces are in eV/Å.

Here are the Löwdin charges for atoms 1 to 5, given in e: -0.62, -0.06, -0.31, -0.27, -0.26

Entry 3:
A structure of composition C11H18BF2NO8S2Ta, computed with ωB97M-V/def2-TZVPD.

- lowest unoccupied orbital energy (spin up / spin down) (eV) = 0.288 / 0.321
- expectation value of S² = 0.78
- highest occupied orbital energy (spin up / spin down) (eV) = -6.67 / -6.30
- gap between HOMO and LUMO (spin up / spin down) (eV) = 6.961 / 6.625
- multiplicity = 2

```
44
Properties=species:S:1:pos:R:3:forces:R:3
Ta 0.04987 0.76722 0.02753 -1.75 -0.77 0.97
C -2.93910 1.21580 -1.92293 -0.02 0.02 0.04
O -2.36527 0.00219 -1.47044 -0.25 0.33 0.06
C -1.85569 -0.80396 -2.49751 -0.01 0.07 -0.17
C -1.32426 -2.02521 -1.80259 -0.25 0.12 -0.31
O -0.23338 -1.60636 -0.99836 -0.01 0.33 0.12
C 1.08065 -1.90026 -1.40580 0.67 -0.26 -0.47
C 1.58375 -0.82848 -2.33698 -0.24 -0.78 -0.90
O 1.47674 0.41980 -1.67395 -1.10 -4.59 -3.30
C 2.19713 1.43681 -2.35683 1.21 0.34 -4.87
H -3.85225 1.02021 -2.49320 0.01 -0.01 -0.01
H -3.17330 1.79921 -1.03517 0.00 0.00 -0.02
H -2.23813 1.77808 -2.55021 0.02 -0.01 0.01
H -2.60308 -1.05723 -3.26052 -0.11 0.06 0.13
H -1.02479 -0.26911 -2.97871 -0.11 -0.06 -0.24
H -2.08368 -2.40554 -1.11623 0.03 -0.05 -0.09
H -1.06120 -2.80178 -2.52659 0.30 0.01 0.16
H 1.67811 -1.90620 -0.49504 -0.29 -0.20 -0.72
H 1.15171 -2.88191 -1.88655 -0.15 0.05 -0.02
H 2.62406 -1.04312 -2.60828 -0.05 0.19 0.09
H 0.98724 -0.80205 -3.26011 0.21 -0.04 -0.01
H 3.27137 1.23991 -2.30158 -0.12 -0.02 0.11
H 1.89644 1.48624 -3.40863 -0.03 -0.72 -0.23
H 1.97566 2.37890 -1.86909 0.71 0.39 -3.39
O -1.78148 1.61691 1.37240 1.63 0.01 -1.18
N -1.99945 1.06320 2.55527 0.08 -0.20 0.40
C -2.41616 1.85452 3.56417 -0.03 0.11 0.02
C -2.65170 1.34357 4.81062 -0.01 -0.03 0.00
C -2.44462 -0.02121 5.03078 0.01 0.01 -0.06
C -2.02526 -0.81330 3.99097 -0.10 0.11 0.12
C -1.80211 -0.26850 2.71937 -0.09 -0.09 -0.13
S -1.30582 -1.17238 1.36034 0.83 0.60 0.02
H -2.53427 2.89478 3.30358 0.05 -0.01 -0.06
H -2.97651 2.00470 5.59966 0.00 0.01 0.00
H -2.60520 -0.44459 6.01284 0.00 -0.02 0.00
H -1.83969 -1.86961 4.11658 -0.01 0.00 0.00
O 1.54541 2.45989 1.72646 -0.32 0.22 -0.12
S 2.50408 2.12085 0.70213 0.53 -0.89 1.58
O 3.67681 2.89287 0.52677 -0.01 0.33 -0.34
O 3.04184 0.63412 1.02703 0.90 0.94 -0.22
O 1.74132 1.87170 -0.58352 -1.28 4.52 11.78
F 1.48188 -0.15534 2.66153 0.66 -0.02 0.53
B 2.10753 -0.29860 1.47224 -2.72 0.37 -0.08
F 2.19097 -1.57282 1.04784 1.23 -0.37 0.83
```
Forces are in eV/Å.

Here are the Löwdin charges for atoms 1 to 5, given in e: 1.65, -0.10, -0.27, -0.22, -0.17

Which max |F| belongs to each record? In order, 2.0, 4.3, 12.7 eV/A.